Entry 1:
ORCA calculation (ωB97M-V/def2-TZVPD) on a cluster of 2 separate species, C6H10BrCl3N2O in total in a non-equilibrium geometry.

Geometry (Å):
C (0.63, 0.48, -1.01)
C (2.84, -0.11, -0.40)
C (1.97, -0.05, 0.75)
C (-2.81, -0.21, -0.57)
C (-0.41, 0.13, 1.22)
C (-1.25, -1.17, 0.93)
N (1.98, 0.31, -1.45)
N (0.73, 0.23, 0.42)
O (-1.77, -1.10, -0.38)
Cl (3.43, -1.81, -0.72)
Cl (4.33, 0.91, -0.43)
Cl (2.47, -0.55, 2.30)
Br (-1.08, 3.31, 0.09)
H (0.19, 1.49, -1.26)
H (-0.05, -0.26, -1.43)
H (-3.89, -0.70, -0.68)
H (-2.44, 0.53, -1.31)
H (-3.01, 0.47, 0.35)
H (-1.15, 0.97, 0.96)
H (-0.29, 0.30, 2.26)
H (-2.00, -1.15, 1.70)
H (-0.72, -2.08, 0.99)
H (2.30, 0.03, -2.31)

Computed properties:
M in g/mol: 312.42
Maximum force in eV Å⁻¹: 3.67
HOMO energy in Ha: -0.27775
Relative energy (zero: lowest compared OMol25 entry of this formula, charge and spin) in kcal per mole: 22.56
Total energy in Eh: -4373.8691
Kohn-Sham gap in eV: 5.48

=====

Entry 2:
ORCA calculation (ωB97M-V/def2-TZVPD) on a structure of composition C19H28IN11O3Pt.

Geometry (Å):
Pt (0.09, -0.51, -0.70)
N (2.03, 1.57, 2.50)
N (1.67, 2.88, 2.19)
C (0.82, 3.19, 1.20)
N (0.53, 4.47, 1.02)
N (0.35, 2.13, 0.47)
N (-0.54, 2.38, -0.46)
O (-1.03, 3.44, -0.76)
O (-0.92, 1.33, -1.11)
H (1.48, 1.27, 3.30)
H (3.00, 1.59, 2.80)
H (2.05, 3.64, 2.74)
H (0.92, 5.18, 1.61)
H (-0.16, 4.74, 0.34)
O (-1.20, -0.83, 1.09)
C (-2.47, -0.78, 1.11)
C (-3.11, -0.48, 2.36)
C (-4.46, -0.31, 2.45)
C (-5.25, -0.45, 1.29)
C (-4.66, -0.81, 0.06)
C (-3.31, -1.01, -0.06)
C (-2.76, -1.53, -1.32)
N (-1.51, -1.49, -1.76)
C (-1.48, -2.11, -2.99)
C (-2.73, -2.55, -3.29)
N (-3.52, -2.18, -2.23)
H (-2.47, -0.36, 3.22)
H (-4.93, -0.05, 3.39)
H (-6.32, -0.29, 1.34)
H (-5.32, -0.91, -0.79)
H (-0.57, -2.19, -3.57)
H (-3.12, -3.08, -4.14)
H (-4.50, -2.41, -2.14)
C (3.29, -3.70, -0.41)
C (2.47, -2.50, -0.92)
N (1.29, -2.25, -0.06)
C (0.44, -3.48, -0.05)
C (1.23, -4.69, 0.48)
N (2.61, -4.23, 0.82)
C (2.57, -3.17, 1.88)
C (1.75, -1.98, 1.33)
H (4.31, -3.42, -0.13)
H (3.34, -4.51, -1.14)
H (2.12, -2.68, -1.94)
H (3.08, -1.59, -0.93)
H (0.09, -3.66, -1.07)
H (-0.43, -3.27, 0.57)
H (1.31, -5.49, -0.26)
H (0.79, -5.11, 1.39)
H (3.15, -5.03, 1.17)
H (3.59, -2.90, 2.12)
H (2.11, -3.62, 2.76)
H (2.34, -1.07, 1.32)
H (0.87, -1.80, 1.94)
I (2.95, 1.42, -6.67)
C (1.84, 1.13, -5.06)
C (0.58, 1.72, -4.78)
N (0.21, 1.26, -3.61)
N (1.11, 0.39, -3.05)
C (2.09, 0.30, -3.91)
H (0.00, 2.42, -5.36)
H (-0.62, 1.50, -3.06)
H (2.95, -0.32, -3.73)

Computed properties:
<S²>: 6.046
Total charge: +4
Spin multiplicity: 5
M in g/mol: 780.49
Maximum force in eV Å⁻¹: 0.13
HOMO energy (alpha / beta) in Ha: -0.68089 / -0.69447
Relative energy (zero: lowest compared OMol25 entry of this formula, charge and spin) in kcal per mole: 45.87
Total energy in Eh: -1984.2409
Kohn-Sham gap (alpha / beta) in eV: 8.42 / 4.91

=====

Entry 3:
ORCA calculation (ωB97M-V/def2-TZVPD) on an isolated molecule of C5H10O in a non-equilibrium geometry.

Geometry (Å):
C (-0.71, 0.69, 1.48)
C (-0.80, -0.14, 0.19)
C (-0.30, 0.65, -1.04)
C (0.97, -0.14, -1.30)
O (1.54, -0.38, -0.02)
C (0.49, -1.21, 0.46)
H (-1.18, 1.68, 1.47)
H (-1.15, 0.12, 2.31)
H (0.35, 0.84, 1.67)
H (-1.83, -0.50, 0.03)
H (-0.96, 0.59, -1.92)
H (-0.10, 1.70, -0.84)
H (1.70, 0.31, -1.97)
H (0.56, -1.13, -1.56)
H (0.75, -2.21, 0.01)
H (0.52, -1.38, 1.53)

Computed properties:
M in g/mol: 86.13
Maximum force in eV Å⁻¹: 1.62
HOMO energy in Ha: -0.36229
Relative energy (zero: lowest compared OMol25 entry of this formula, charge and spin) in kcal per mole: 39.90
Total energy in Eh: -271.6890
Kohn-Sham gap in eV: 11.03

=====

Entry 4:
ORCA calculation (ωB97M-V/def2-TZVPD) on a cluster of 6 separate species, CH14N2O6 in total in a non-equilibrium geometry.

Geometry (Å):
N (-0.46, -1.33, 0.88)
C (0.22, -0.60, 1.82)
N (0.99, -1.36, 2.69)
O (0.22, 0.61, 1.89)
H (-1.12, -0.82, 0.31)
H (-0.80, -2.25, 1.11)
H (1.00, -1.00, 3.63)
H (0.97, -2.36, 2.65)
H (-2.99, -0.62, -2.15)
H (-3.51, -1.23, -0.73)
O (-2.88, -0.69, -1.20)
H (-1.26, 1.76, -2.53)
H (-2.72, 1.44, -1.97)
O (-2.20, 1.95, -2.59)
H (0.61, -0.45, -2.70)
H (1.04, 0.82, -1.96)
O (1.08, 0.38, -2.82)
H (-0.11, 2.98, -0.28)
H (-0.19, 1.57, 0.38)
O (-0.13, 2.05, -0.47)
H (3.24, -0.61, 0.38)
H (2.95, -1.27, 1.68)
O (3.62, -1.26, 0.98)

Computed properties:
M in g/mol: 150.13
Maximum force in eV Å⁻¹: 1.43
HOMO energy in Ha: -0.39259
Relative energy (zero: lowest compared OMol25 entry of this formula, charge and spin) in kcal per mole: 4.53
Total energy in Eh: -607.4890
Kohn-Sham gap in eV: 10.68